1.
This record from the Open Molecules 2025 dataset describes a structure of composition C2Br5O2S in a non-equilibrium geometry. The level of theory is wB97M-V/def2-TZVPD.

ORCA input file:
```
! wB97M-V def2-TZVPD RIJCOSX def2/J DEFGRID3
* xyz -1 1
C 2.23331 -1.20824 -0.97229
C 0.97613 -1.14629 -1.50805
O -2.25833 2.10174 1.39507
O -2.03377 0.09529 2.69395
S -2.45897 0.70037 1.43286
Br 2.68701 -2.21281 0.47650
Br 3.71227 -0.70759 -2.18984
Br 0.74273 -3.30108 -2.92386
Br -0.41382 -1.47102 -0.31679
Br 0.44695 0.17755 -2.69378
*
```

The calculation puts the molar mass at 487.6 g mol⁻¹. For the HOMO-LUMO gap, the calculation gives 5.151 eV. The value obtained for the LUMO energy is 1.17 eV. The relative energy (zero: lowest compared OMol25 entry of this formula, charge and spin) comes out at 0.2749 eV. Its energy is -367216.989 eV.

=====

2.
This record from the Open Molecules 2025 dataset describes the molecule C12H23BFNO3. The level of theory is wB97M-V/def2-TZVPD.

ORCA input file:
```
! wB97M-V def2-TZVPD RIJCOSX def2/J DEFGRID3
* xyz 0 1
C -2.61141 -1.05706 3.48902
O -3.53794 -1.47062 2.50497
C -4.14583 -0.40980 1.79136
C -3.45297 -0.05500 0.46228
C -2.61029 -1.17285 -0.15331
C -1.19367 -1.29211 0.41077
C -0.21708 -1.99830 -0.53830
C 1.25328 -1.61038 -0.29394
C 1.90570 -0.71018 -1.35964
C 0.96393 0.29122 -2.03044
C 1.72616 1.39941 -2.80765
B 2.15503 2.49044 -1.78604
C 3.65607 2.64954 -1.31437
O 4.42979 3.32281 -1.94103
N 4.16461 1.90673 -0.18703
C 3.58588 2.13595 1.03785
O 2.49653 2.52791 1.27151
F 4.45156 1.79399 2.01376
H -3.10007 -0.97772 4.46604
H -1.82230 -1.80534 3.55913
H -2.15737 -0.09283 3.24153
H -4.19778 0.47904 2.43081
H -5.17548 -0.71649 1.59605
H -2.83440 0.83926 0.58814
H -4.24063 0.21738 -0.24511
H -2.52505 -0.97592 -1.22741
H -3.13069 -2.12990 -0.05472
H -0.81991 -0.28311 0.62192
H -1.22291 -1.84402 1.35114
H -0.51506 -1.81176 -1.57278
H -0.31354 -3.07747 -0.39432
H 1.32204 -1.10244 0.67343
H 1.85809 -2.51361 -0.19346
H 2.38719 -1.32276 -2.12793
H 2.71740 -0.16037 -0.87564
H 0.31479 -0.23128 -2.73383
H 0.29858 0.73767 -1.28234
H 1.03319 1.85921 -3.51752
H 2.55983 0.96228 -3.36196
H 1.36515 3.25630 -1.33600
H 5.17958 1.95220 -0.17496
*
```

The calculation puts the molar mass at 259.1 g mol⁻¹. For the HOMO-LUMO gap, the calculation gives 9.866 eV. The value obtained for the LUMO energy is 0.20 eV. Its structure (SMILES) is COCCCCCCCCCBC(=O)NC(=O)F. The relative energy (zero: lowest compared OMol25 entry of this formula, charge and spin) comes out at 0.0000 eV. Its energy is -23842.999 eV.

=====

3.
This record from the Open Molecules 2025 dataset describes the molecule C4H3N3 in a non-equilibrium geometry. The level of theory is wB97M-V/def2-TZVPD.

ORCA input file:
```
! wB97M-V def2-TZVPD RIJCOSX def2/J DEFGRID3
* xyz 0 1
N -2.28114 -0.94119 1.12771
C -1.49551 -0.81074 0.28351
C 0.02112 1.07929 2.34605
N 0.57132 0.93410 1.31375
C 1.13120 0.72229 0.07211
C 0.54683 -0.03884 -0.85695
N -0.65694 -0.73326 -0.76564
H 2.07903 1.20965 -0.12613
H 1.02746 -0.15903 -1.82078
H -0.94338 -1.26228 -1.57363
*
```

The calculation puts the molar mass at 93.1 g mol⁻¹. For the HOMO-LUMO gap, the calculation gives 9.641 eV. The value obtained for the LUMO energy is 0.29 eV. The relative energy (zero: lowest compared OMol25 entry of this formula, charge and spin) comes out at 2.1562 eV. Its energy is -8664.255 eV.

=====

4.
This record from the Open Molecules 2025 dataset describes a cluster of 2 separate species, C6H5NO5 in total in a non-equilibrium geometry. The level of theory is wB97M-V/def2-TZVPD.

ORCA input file:
```
! wB97M-V def2-TZVPD RIJCOSX def2/J DEFGRID3
* xyz -2 1
C 2.50695 -1.36456 0.27576
C 1.57194 -0.98480 -0.56362
C -2.89411 -0.40615 0.99758
C -0.26416 0.39534 -1.40460
C 0.70894 0.92621 0.81267
C 0.69897 0.16853 -0.34591
N -3.10377 0.31950 0.12201
O -1.18095 1.41253 -1.25315
O -0.24102 1.90482 1.02035
O -2.85271 -1.10337 1.89614
O -0.31892 -0.19130 -2.51411
O 1.63285 0.92220 1.63969
H 3.06849 -2.26142 0.05534
H 2.61381 -1.01979 1.24023
H 1.31204 -1.44407 -1.53822
H -0.76245 1.80944 0.09689
H -2.49591 0.91688 -0.53705
*
```

The calculation puts the molar mass at 171.1 g mol⁻¹. For the HOMO-LUMO gap, the calculation gives 5.602 eV. The value obtained for the LUMO energy is 6.12 eV. The relative energy (zero: lowest compared OMol25 entry of this formula, charge and spin) comes out at 0.1229 eV. Its energy is -18030.564 eV.

=====

5.
This record from the Open Molecules 2025 dataset describes a structure of composition C24H34Cl4N6O11P2PbS2 in a non-equilibrium geometry. The level of theory is wB97M-V/def2-TZVPD.

ORCA input file:
```
! wB97M-V def2-TZVPD RIJCOSX def2/J DEFGRID3
* xyz 0 1
Pb 0.43129 -0.10670 1.41851
C -5.17198 0.06664 -1.83754
N -4.38133 -0.36792 -0.70505
C -5.16591 -1.03544 0.32751
P -3.01464 0.48041 -0.24610
O -2.45129 -0.07296 1.00516
O -2.11925 0.29006 -1.55328
P -0.61859 -0.16328 -1.98407
O 0.64288 -0.15591 -1.15341
N -0.59620 -0.10714 -3.68134
C -1.57520 0.70664 -4.39515
C 0.72879 -0.05431 -4.28691
N -0.99302 -1.84665 -1.77139
C -2.14192 -2.43870 -2.41532
C -0.09043 -2.83770 -1.21778
N -3.38314 2.08146 -0.16519
C -3.38220 2.92906 -1.36442
C -3.02686 2.82041 1.05987
H -5.74160 -0.78236 -2.22286
H -4.52858 0.42733 -2.64138
H -5.88180 0.86348 -1.57289
H -5.58497 -1.96107 -0.07901
H -5.99985 -0.41203 0.68213
H -4.52976 -1.28323 1.17129
H -2.53226 0.68943 -3.87640
H -1.71614 0.28659 -5.39307
H -1.25856 1.75617 -4.49150
H 1.45812 -0.56110 -3.65167
H 1.06775 0.97992 -4.44749
H 0.70105 -0.55632 -5.25701
H -2.83869 -1.67511 -2.75720
H -2.68363 -3.09232 -1.71712
H -1.84955 -3.04940 -3.28798
H 0.78682 -2.36226 -0.78749
H 0.24734 -3.55542 -1.98586
H -0.57759 -3.42492 -0.42102
H -3.51804 2.33319 -2.26531
H -2.44434 3.47760 -1.46062
H -4.20387 3.64486 -1.29309
H -2.98842 2.13925 1.90674
H -3.79307 3.57518 1.24371
H -2.05414 3.30970 0.96470
O -0.27440 4.08957 -1.05000
S 0.06579 2.70336 -0.93696
O -0.31548 1.92819 -2.18436
O -0.48391 1.98847 0.20972
C 1.85768 2.62700 -0.90756
C 2.45190 2.51035 -2.15833
C 3.82856 2.51115 -2.29133
C 4.63119 2.65337 -1.17156
C 4.05358 2.78082 0.07922
C 2.67059 2.75856 0.23344
S 2.08485 3.02751 1.91187
O 3.28596 3.14918 2.71174
O 1.20933 4.15867 1.85387
O 1.35878 1.77001 2.28856
H 1.81435 2.43730 -3.02583
H 4.27074 2.40489 -3.27440
H 5.71037 2.67480 -1.27341
H 4.65552 2.91943 0.96708
Cl 0.07672 -6.66675 5.61790
C 0.25121 -5.05899 5.09060
C 0.12443 -3.96597 6.09975
Cl -0.17463 -4.39760 7.71536
C 0.23814 -2.66993 5.76365
Cl 0.08363 -1.40866 6.90124
C 0.50073 -2.27826 4.37317
O 0.59215 -1.12952 4.04768
C 0.66763 -3.41000 3.33580
O 0.93319 -3.13465 2.21385
C 0.50110 -4.79854 3.80090
Cl 0.66408 -6.02445 2.62762
C 3.86787 0.00524 3.25866
C 3.87710 -0.38680 1.81915
N 2.85017 -0.57516 1.00085
C 3.37373 -0.82522 -0.26177
C 4.72347 -0.81001 -0.19880
N 5.02477 -0.53606 1.12114
H 2.94561 -0.30147 3.73877
H 3.91362 1.09560 3.32978
H 4.71775 -0.43076 3.78532
H 2.72005 -0.97634 -1.11012
H 5.48208 -0.95578 -0.95032
H 5.94279 -0.40768 1.50436
*
```

The calculation puts the molar mass at 1057.7 g mol⁻¹. For the HOMO-LUMO gap, the calculation gives 4.920 eV. The value obtained for the LUMO energy is -2.97 eV. The relative energy (zero: lowest compared OMol25 entry of this formula, charge and spin) comes out at 2.3356 eV. Its energy is -152493.029 eV.

=====

> What is the relative energy (zero: lowest compared OMol25 entry of this formula, charge and spin) in the first record?

0.2749 eV